# 1
ORCA calculation (wB97M-V/def2-TZVPD) on one molecule with the formula C11H13N at a distorted geometry.

XYZ file:
```
25
Properties=species:S:1:pos:R:3:forces:R:3:nbo_charge:R:1
N 0.625 -2.124 0.352 2.01 0.27 1.00 -0.626
C 2.698 0.670 -0.260 3.74 6.71 1.13 0.058
C 3.261 2.001 -0.138 2.02 -1.47 -2.90 -0.546
C -1.798 1.707 0.286 1.34 0.81 -0.81 -0.201
C -0.689 0.978 -0.127 -0.99 -1.75 0.59 -0.213
C -3.379 -0.053 -0.016 -0.79 -0.65 1.01 -0.192
C 1.338 -1.097 1.055 1.31 -0.17 -1.29 -0.243
C -3.070 1.222 0.465 -0.30 -0.32 -1.73 -0.238
C 2.353 -0.548 -0.017 -0.60 -1.21 -0.19 -0.312
C -1.026 -0.389 -0.361 2.69 1.02 -1.35 -0.049
C 0.020 -1.406 -0.729 3.53 1.96 0.76 -0.258
C -2.304 -0.824 -0.463 -1.75 -0.74 0.01 -0.218
H 2.707 -1.348 -0.793 -0.11 1.19 1.92 0.266
H 0.077 -2.678 0.946 -1.25 -0.62 0.75 0.366
H 2.026 -1.407 1.778 0.72 -1.14 1.54 0.209
H -3.730 2.071 0.496 -1.10 -0.51 0.80 0.217
H 0.353 1.334 -0.256 -1.09 -0.03 0.14 0.244
H 0.598 -0.487 1.530 0.25 1.58 0.09 0.204
H -2.423 -1.783 -0.992 -0.36 0.29 0.73 0.211
H -1.806 2.766 0.216 0.73 0.99 0.62 0.202
H -0.239 -2.216 -1.245 -2.18 -2.45 -3.47 0.205
H 4.347 2.281 0.444 -3.41 -1.56 -1.14 0.237
H 1.115 -1.039 -1.105 -4.12 -0.05 -0.84 0.225
H 3.353 2.878 -1.142 -1.38 -2.93 3.16 0.233
H -4.405 -0.509 0.077 1.11 0.78 -0.51 0.220
```
Positions in Å, forces in eV/Å.

**SMILES string**: C=C=CCNCc1ccccc1
**LUMO**: 0.78 eV
**ΔE to the lowest compared entry with this formula, charge and spin**: 169.8 kcal per mole
**HOMO-LUMO gap**: 0.35550 Eh
**Electronic energy**: -13100.78027 eV
**Multiplicity**: 1
**Charge**: 0
**Highest occupied orbital energy**: -8.9 eV


# 2
ORCA calculation (wB97M-V/def2-TZVPD) on C11H13N as an isolated structure at a distorted geometry.

XYZ file:
```
25
Properties=species:S:1:pos:R:3:forces:R:3:nbo_charge:R:1
N 1.692 1.652 -1.282 0.42 3.43 1.78 -0.776
C -0.696 -0.724 -0.115 -2.39 -0.65 -0.69 -0.002
C -2.823 0.939 -0.053 3.48 -2.26 0.65 -0.246
C -1.799 -1.195 -0.823 2.08 -0.37 0.15 -0.193
C -0.566 0.390 0.726 -10.87 2.00 -6.47 -0.036
C 0.706 0.453 1.034 5.59 2.03 5.62 -0.322
C -1.648 1.398 0.542 1.27 -1.26 2.83 -0.178
C 1.589 -0.794 -0.816 -0.59 2.12 -2.03 -0.373
C 0.540 -1.417 -0.023 0.71 -4.76 -0.81 -0.308
C 1.031 -0.996 1.229 4.72 0.22 4.57 -0.321
C 1.714 0.714 -0.050 -0.46 -1.01 -5.08 -0.031
C -2.897 -0.369 -0.529 -3.10 -2.83 -2.11 -0.190
H 2.430 -1.384 -0.590 1.54 -0.36 -0.60 0.201
H 0.639 2.893 -0.787 3.23 -2.95 -1.21 0.263
H 2.612 0.608 0.422 2.73 0.71 0.95 0.188
H -1.816 2.285 1.286 0.96 -1.25 -1.84 0.216
H 2.201 -1.071 1.301 -1.94 -0.23 0.05 0.179
H 2.885 2.085 -1.573 -4.73 -1.23 1.90 0.380
H -3.900 -0.965 -0.657 1.43 2.02 -0.22 0.211
H 0.752 -1.382 2.184 -1.17 -0.48 0.48 0.221
H 0.584 -2.522 -0.146 -0.65 0.51 -0.21 0.214
H 0.602 0.892 2.047 2.07 1.09 -0.28 0.234
H 1.229 -0.873 -1.870 1.08 0.94 0.39 0.219
H -1.496 -2.219 -1.505 -2.08 2.95 2.12 0.239
H -3.568 1.601 0.049 -3.33 1.61 0.06 0.212
```
Positions in Å, forces in eV/Å.

**LUMO**: 0.10 eV
**ΔE to the lowest compared entry with this formula, charge and spin**: 235.7 kcal per mole
**HOMO-LUMO gap**: 0.31257 Eh
**Electronic energy**: -13097.92315 eV
**Multiplicity**: 1
**Charge**: 0
**Highest occupied orbital energy**: -8.4 eV


# 3
ORCA calculation (wB97M-V/def2-TZVPD) on an isolated ion of composition C11H13N2O2 and charge +1 at a distorted geometry.

XYZ file:
```
28
Properties=species:S:1:pos:R:3:forces:R:3:nbo_charge:R:1
O 0.055 2.378 0.428 0.34 1.23 -0.37 -0.597
O -0.589 1.890 -2.580 2.14 -0.05 -0.03 -0.463
N 2.520 2.191 -0.894 0.00 0.85 -3.10 -0.846
N -0.049 0.029 -0.048 0.81 2.54 -0.02 -0.351
C 0.718 -0.926 -0.925 -3.27 -0.93 -0.15 -0.201
C -1.313 -1.570 2.983 -0.95 -0.78 2.26 -0.177
C 1.504 1.296 -1.487 -1.59 0.03 3.84 0.016
C -2.973 -1.676 1.348 -2.81 -2.63 -0.23 -0.178
C 0.626 1.850 -2.629 0.32 0.22 -1.25 0.411
C -2.556 -2.032 2.624 1.41 2.51 -2.02 -0.167
C -2.248 -0.975 0.448 3.37 0.85 2.74 -0.202
C -0.503 -0.916 2.142 1.06 1.81 -1.75 -0.228
C 0.351 1.267 -0.141 2.53 -0.63 -4.29 0.735
C 1.869 -0.245 -1.573 -0.58 1.32 -1.95 -0.457
C -0.991 -0.499 0.860 0.10 -2.15 2.15 0.092
H 3.087 1.591 -0.330 0.75 0.08 0.38 0.383
H -3.898 -2.145 0.924 0.55 0.71 0.75 0.231
H 0.555 3.216 0.003 -0.94 -2.84 1.07 0.560
H 2.734 -0.454 -1.027 1.54 0.12 1.11 0.235
H -0.073 -1.298 -1.626 0.83 0.25 0.22 0.230
H -3.153 -2.339 3.389 -1.89 -1.57 1.47 0.230
H 0.470 -0.697 2.600 -0.13 0.46 -0.98 0.232
H 1.267 2.174 -3.561 -1.28 -0.35 1.26 0.149
H -1.018 -1.638 4.030 0.16 -0.40 -0.29 0.227
H -2.527 -0.843 -0.506 -1.31 0.58 -3.26 0.223
H 3.133 2.709 -1.611 -1.19 -1.21 1.44 0.402
H 0.851 -1.733 -0.222 0.95 -0.52 -0.19 0.242
H 2.152 -0.602 -2.619 -0.94 0.48 1.20 0.268
```
Positions in Å, forces in eV/Å.

**SMILES string**: N[C@@]1(C=O)CC[N+](c2ccccc2)=C1O
**LUMO**: -3.32 eV
**ΔE to the lowest compared entry with this formula, charge and spin**: 23.1 kcal per mole
**HOMO-LUMO gap**: 0.35112 Eh
**Electronic energy**: -18684.14620 eV
**Multiplicity**: 1
**Charge**: +1
**Highest occupied orbital energy**: -12.9 eV


# 4
ORCA calculation (wB97M-V/def2-TZVPD) on C11H13N3O5PRh as an isolated structure at a distorted geometry.

XYZ file:
```
34
Properties=species:S:1:pos:R:3:forces:R:3:nbo_charge:R:1
Rh -0.665 -1.665 -1.896 0.20 1.12 0.10 0.130
P -0.064 -0.160 -0.083 1.04 0.70 -0.60 0.898
O -2.910 -2.389 -0.008 2.81 0.58 -2.36 -0.385
O 0.604 -0.592 -5.283 -0.59 -0.50 1.80 -0.363
O 1.060 -3.643 -0.296 0.58 -1.32 2.40 -0.341
O -1.230 -3.998 -3.961 0.78 2.44 2.71 -0.344
O -1.913 0.684 -3.397 1.20 -2.59 1.56 -0.385
N -0.741 2.094 1.238 -0.60 -1.16 1.14 -0.387
N 1.670 1.659 1.134 -2.06 -1.08 0.03 -0.247
N 0.260 0.309 2.618 0.59 0.48 -2.97 -0.107
C 1.079 -2.786 -1.065 0.24 1.25 -3.31 0.148
C -1.201 1.288 0.117 0.69 -0.65 0.56 -0.531
C -0.001 -0.801 1.657 0.18 0.66 1.21 -0.573
C -0.780 1.339 2.545 -0.40 1.44 0.44 -0.125
C 0.569 2.662 1.048 0.78 0.61 0.83 -0.107
C 1.554 0.759 -0.015 1.40 0.22 0.03 -0.580
C 0.353 -0.904 -4.223 1.88 0.45 -2.83 0.487
C -2.047 -2.195 -0.760 -5.14 -1.36 4.03 0.528
C -1.459 -0.228 -2.851 -2.85 4.04 -1.83 0.529
C -0.973 -3.231 -3.142 -1.13 -4.01 -4.15 0.517
C 1.620 0.931 2.416 0.91 0.24 1.41 -0.116
H 1.721 1.374 -0.913 -0.39 -0.25 0.05 0.279
H -0.977 -1.227 1.897 0.03 -0.20 0.04 0.279
H -1.169 1.891 -0.782 -0.21 0.05 -0.32 0.265
H -2.192 0.875 0.282 -0.35 0.36 0.02 0.256
H 2.406 0.059 -0.005 -0.38 0.00 0.10 0.262
H 1.785 1.660 3.247 -0.09 -0.70 -0.67 0.259
H 2.387 0.128 2.429 -0.47 0.57 0.04 0.247
H -0.610 2.088 3.349 -0.01 -0.57 -0.45 0.256
H 0.792 -1.551 1.730 -0.17 0.01 0.05 0.276
H 0.618 3.139 0.075 0.06 0.08 -0.14 0.242
H 0.744 3.439 1.813 -0.05 -0.37 -0.22 0.250
H -1.763 0.885 2.711 0.18 0.09 -0.23 0.249
H 1.475 -1.894 -1.628 1.34 -0.63 1.53 0.234
```
Positions in Å, forces in eV/Å.

**LUMO (alpha / beta)**: -6.76 / -10.78 eV
**ΔE to the lowest compared entry with this formula, charge and spin**: 0.0 kcal per mole
**HOMO-LUMO gap (alpha / beta)**: 0.23818 / 0.20234 Eh
**Electronic energy**: -38599.19138 eV
**Multiplicity**: 5
**<S²>**: 6.023
**Charge**: +2
**Highest occupied orbital energy (alpha / beta)**: -13.2 / -16.3 eV